3 unconnected molecules or ions with the total composition C8H18O2 at a distorted geometry, computed with the ωB97M-V functional and the def2-TZVPD basis.

Properties
Highest occupied orbital energy, eV: -9.22
Molar mass, g mol⁻¹: 146.23
HOMO-LUMO gap, eV: 9.934
Max |F|, Eh/bohr: 0.0198

```
! RIJCOSX wB97M-V def2-TZVPD def2/J DEFGRID3
* xyz 0 1
C -0.18 0.35 -2.47
C 0.81 0.61 -1.34
C 0.13 0.92 -0.02
C -0.57 2.03 0.17
C 1.44 -0.10 1.82
C 0.32 -0.05 1.10
C -0.87 -0.94 1.44
C 2.61 0.80 1.58
H 0.34 0.23 -3.42
H -0.89 1.18 -2.59
H -0.72 -0.58 -2.31
H 1.48 1.45 -1.57
H 1.50 -0.24 -1.29
H -0.71 2.78 -0.61
H -1.06 2.24 1.11
H 1.53 -0.79 2.65
H -1.46 -1.18 0.56
H -0.56 -1.86 1.94
H -1.55 -0.40 2.11
H 3.45 0.57 2.24
H 2.37 1.85 1.77
H 2.96 0.75 0.55
H -0.67 -2.50 -0.70
H 0.82 -2.35 -0.34
O 0.22 -2.88 -0.89
H -2.88 0.11 -1.50
H -2.80 0.57 -0.06
O -3.17 -0.13 -0.59
*
```

=====

7 unconnected molecules or ions with the total composition C41H53F8N4O23P at a distorted geometry, computed with the ωB97M-V functional and the def2-TZVPD basis.

Properties
Highest occupied orbital energy, eV: -8.18
Molar mass, g mol⁻¹: 1152.84
HOMO-LUMO gap, eV: 8.224
Max |F|, Eh/bohr: 0.0349

```
! RIJCOSX wB97M-V def2-TZVPD def2/J DEFGRID3
* xyz 0 1
C -2.69 1.31 -0.88
C -2.76 0.05 -1.77
C -3.37 0.39 -3.13
C -4.01 -0.79 -3.83
N -3.07 -1.88 -4.16
C -1.77 -1.49 -4.37
N -0.82 -1.95 -3.62
C 0.47 -1.53 -3.86
C 1.52 -2.03 -3.04
P 1.13 -3.24 -1.72
N 0.77 -2.52 -0.40
O 2.36 -4.25 -1.56
O -0.09 -4.14 -2.21
C 2.83 -1.59 -3.26
C 4.05 -2.06 -2.50
C 4.09 -1.69 -1.02
O 5.30 -2.25 -0.46
C 5.03 -3.28 0.40
O 4.88 -4.38 0.00
C 4.97 -2.94 1.87
C 3.59 -3.38 2.42
C 3.06 -0.61 -4.29
O 4.33 -0.11 -4.51
C 4.56 1.14 -3.85
C 5.87 1.16 -3.08
C 5.89 2.30 -2.04
C 6.46 1.88 -0.68
C 2.03 -0.14 -5.09
C 2.30 0.89 -6.15
C 1.84 2.29 -5.68
F 0.70 2.70 -6.32
C 0.72 -0.61 -4.88
N -0.29 -0.14 -5.70
C -1.45 -0.59 -5.43
F -2.46 -0.18 -6.19
H -3.61 1.49 -0.35
H -1.82 1.30 -0.24
H -2.55 2.16 -1.55
H -3.41 -0.66 -1.26
H -1.75 -0.31 -1.86
H -2.61 0.89 -3.72
H -4.15 1.13 -2.97
H -4.56 -0.47 -4.71
H -4.74 -1.21 -3.15
H -3.13 -2.67 -3.52
H 1.38 -2.83 0.35
H 2.50 -4.75 -2.38
H -0.15 -4.19 -3.17
H 4.18 -3.13 -2.57
H 4.94 -1.64 -2.96
H 3.23 -2.06 -0.50
H 4.18 -0.61 -0.92
H 5.77 -3.46 2.38
H 5.06 -1.87 2.00
H 3.22 -4.26 1.91
H 2.89 -2.58 2.24
H 3.67 -3.55 3.49
H 4.58 1.94 -4.59
H 3.74 1.38 -3.17
H 6.01 0.20 -2.61
H 6.71 1.31 -3.75
H 6.46 3.12 -2.47
H 4.88 2.69 -1.89
H 7.26 2.54 -0.38
H 6.80 0.85 -0.69
H 5.68 1.94 0.07
H 3.36 0.94 -6.36
H 1.71 0.68 -7.03
H 2.63 3.03 -5.80
H 1.62 2.27 -4.61
C 10.03 -1.43 2.66
C 9.36 -2.36 1.68
O 7.98 -2.11 1.91
C 7.88 -0.82 2.36
O 6.87 -0.21 2.42
O 9.09 -0.35 2.73
F 9.63 -3.66 1.96
H 10.13 -1.89 3.65
H 11.00 -1.08 2.33
H 9.59 -2.17 0.63
C -5.62 0.45 2.87
C -5.12 0.89 4.23
O -3.72 0.94 4.05
C -3.49 1.20 2.73
O -2.45 1.55 2.29
O -4.62 1.01 2.01
F -5.42 -0.01 5.20
H -5.61 -0.64 2.76
H -6.60 0.82 2.63
H -5.48 1.87 4.54
C -7.19 -5.28 -2.23
C -7.82 -4.11 -1.51
O -6.69 -3.41 -1.02
C -5.66 -3.66 -1.87
O -4.65 -3.04 -1.91
O -5.95 -4.71 -2.67
F -8.58 -4.51 -0.46
H -6.99 -6.11 -1.55
H -7.77 -5.64 -3.07
H -8.41 -3.45 -2.14
C -2.40 4.18 7.54
C -3.23 2.95 7.83
O -4.43 3.23 7.12
C -4.10 4.03 6.07
O -4.80 4.24 5.14
O -2.87 4.55 6.24
F -3.51 2.83 9.15
H -2.61 4.98 8.25
H -1.33 3.99 7.53
H -2.80 2.02 7.47
C -7.96 4.77 4.10
C -7.40 4.14 2.85
O -8.47 4.28 1.93
C -9.18 5.39 2.31
O -9.97 5.94 1.63
O -8.83 5.77 3.57
F -7.14 2.82 3.05
H -8.54 4.05 4.69
H -7.19 5.21 4.73
H -6.51 4.63 2.46
C 0.55 0.84 2.23
C 1.04 1.28 3.59
O 2.45 1.31 3.41
C 2.68 1.57 2.08
O 3.73 1.90 1.64
O 1.55 1.39 1.36
F 0.74 0.39 4.57
H 0.54 -0.25 2.14
H -0.43 1.23 2.00
H 0.70 2.27 3.90
*
```

=====

Number 1: LUMO level 0.71 eV. Number 2: LUMO level 0.04 eV.